[1]
Here is the molecule C16H27NO5 from the OMol25 dataset. Energies are from ωB97M-V with the def2-TZVPD basis set.

## Properties
- energy above the lowest of the compared OMol25 structures with the same formula, charge and spin (eV) = 1.4366
- E_tot (eV) = -28756.9089
- net charge = 0

Positions of all 49 atoms, in Å:
C -0.82926 3.24578 -0.50215
C -1.98557 2.41640 -1.05061
H -1.85790 2.25544 -2.13130
H -2.93173 2.93761 -0.88007
O -2.15370 1.16693 -0.40436
C -1.32482 0.12372 -0.81275
C -1.96348 -1.16217 -0.24970
C -2.86278 -1.82523 -1.29960
C -2.12905 -2.52786 -2.44135
C -3.12113 -3.11252 -3.45081
O -3.95328 -4.10012 -2.89292
H -3.40112 -4.81045 -2.54689
H -2.57144 -3.51896 -4.31321
H -3.79809 -2.33396 -3.80941
H -1.47122 -1.83284 -2.96526
H -1.51396 -3.34174 -2.04927
H -3.50901 -1.05034 -1.71807
H -3.51166 -2.55017 -0.80669
C -0.90217 -2.08883 0.37344
C -0.07742 -1.24116 1.29480
C 0.34514 -0.05753 0.85524
O 0.02424 0.34309 -0.42765
C 1.13190 0.86974 1.72259
O 0.90987 0.91278 2.92172
N 2.05882 1.66438 1.13448
C 2.66633 1.45134 -0.15902
H 2.08661 0.74282 -0.74506
C 4.09718 0.93114 0.04319
H 4.61472 0.84595 -0.91372
O 4.85861 1.81981 0.82544
C 4.26956 2.01441 2.09370
H 4.90982 2.72241 2.62145
C 2.84426 2.55881 1.96349
H 2.36794 2.62363 2.94210
H 2.86568 3.54468 1.48802
H 4.24357 1.06270 2.64559
H 4.05707 -0.05797 0.52681
H 2.70871 2.41191 -0.68570
H 0.14270 -1.56827 2.29551
C -1.52307 -3.27049 1.10866
H -0.74403 -3.85939 1.58751
H -2.20897 -2.91739 1.87482
H -2.06921 -3.91701 0.42738
H -0.24660 -2.45749 -0.42665
H -2.60957 -0.81855 0.56621
H -1.26351 0.10342 -1.91492
H -0.85654 4.24052 -0.94000
H -0.91751 3.32892 0.57827
H 0.12149 2.77713 -0.73795

Results of the Mulliken charge analysis, in e, for atoms 1 through 6: -0.848, -0.241, 0.262, 0.346, -0.404, -0.458



[2]
Here is the ion C16H28B2BrClNO6S with charge -1 at a distorted geometry from the OMol25 dataset. Energies are from ωB97M-V with the def2-TZVPD basis set.

## Properties
- E_tot (eV) = -125568.8566
- net charge = -1

Positions of all 56 atoms, in Å:
C 0.51439 4.23583 1.59328
C -0.89155 4.04203 2.41614
S -0.88260 2.32694 3.16867
C -1.82488 1.09278 2.05460
C -0.77470 0.54275 0.92209
N -0.54608 1.42759 -0.29994
C -1.71416 1.67233 -0.97718
C -2.41903 0.66755 -2.08514
C -2.50943 3.12419 -0.73784
O 0.53409 0.72733 1.63400
B 1.28344 -0.48092 2.04652
Br 1.24992 -0.49380 4.07410
C 2.87178 -0.64150 1.65272
C 3.48958 0.61279 0.77844
O 4.67940 1.11874 1.18165
Cl 2.72524 1.36531 -0.73512
O 0.34912 -1.56775 1.69375
C -0.62466 -1.07994 0.66092
C -0.16300 -1.55347 -0.84988
C 0.68966 -2.95210 -0.89787
C 2.20372 -2.58500 -1.42914
C 2.18693 -2.37086 -3.08407
O 3.28234 -1.39520 -3.39738
C 2.67691 -0.22909 -4.06563
O 2.19249 -0.33156 -5.32478
B -1.90601 -2.07403 0.94734
C -1.82604 -3.58676 1.60275
O -3.26187 -1.55494 0.62600
H 0.84154 5.36573 1.50851
H 1.35108 3.66292 2.22258
H 0.51149 3.73280 0.52106
H -1.86173 4.29204 1.81125
H -0.85195 4.81657 3.32298
H -2.23650 0.27872 2.79070
H -2.75665 1.66829 1.62889
H -1.52152 0.25599 -2.75620
H -3.08961 1.30106 -2.81383
H -2.94813 -0.26671 -1.62077
H -2.79829 3.49212 -1.83471
H -1.74743 3.94943 -0.33854
H -3.44118 2.97524 -0.04532
H 3.47139 -0.64568 2.68303
H 3.13664 -1.68946 1.14656
H 0.41338 -0.73942 -1.46131
H -1.17634 -1.76055 -1.44515
H 0.20237 -3.62788 -1.75246
H 0.65383 -3.59490 0.07927
H 2.46657 -1.51821 -0.98452
H 3.02071 -3.37884 -1.12044
H 2.40077 -3.35870 -3.67842
H 1.17123 -1.85316 -3.36243
H 2.60747 0.86419 -3.59121
H -2.27028 -4.43315 0.91641
H -0.75451 -3.92185 1.93624
H -2.49402 -3.59446 2.58933
H -3.88537 -2.33139 0.47954

Results of the Mulliken charge analysis, in e, for atoms 1 through 6: -0.719, -0.344, -0.134, -0.381, 0.402, -0.026



[3]
Here is a structure of composition C16H28BF10N2O4S2Si3Ta from the OMol25 dataset. Energies are from ωB97M-V with the def2-TZVPD basis set.

## Properties
- energy above the lowest of the compared OMol25 structures with the same formula, charge and spin (eV) = 0.4900
- E_tot (eV) = -102915.6743
- net charge = +2

Positions of all 67 atoms, in Å:
Ta -1.21066 -0.38800 -0.14068
C -0.45826 -3.71752 -1.59793
Si 0.75030 -2.99975 -0.35991
C 2.48755 -3.51367 -0.78102
C 0.30934 -3.57540 1.35998
C 0.61185 -0.99398 -0.39293
Si 1.37240 -0.31169 -2.14395
C 3.19151 -0.03539 -1.89585
C 1.04087 -1.56148 -3.47863
C 0.46612 1.24254 -2.62204
Si 1.59773 -0.21212 1.13713
C 3.15573 -1.10541 1.57905
C 1.82232 1.62377 1.05504
C 0.24697 -0.47491 2.46951
C 0.41596 -0.59380 3.83602
C -0.68869 -0.74040 4.66483
C -1.96502 -0.77290 4.11191
C -2.09775 -0.65055 2.75060
N -1.01484 -0.49288 1.95558
H -1.03496 -4.50444 -1.10732
H 0.07855 -4.17322 -2.43015
H -1.17363 -3.01666 -2.02744
H 2.47465 -4.60878 -0.78970
H 3.23620 -3.20996 -0.05342
H 2.81719 -3.19828 -1.76945
H 0.37046 -4.66771 1.34683
H -0.71271 -3.32392 1.64818
H 0.99176 -3.23217 2.13826
H 3.71527 -0.95635 -1.63824
H 3.44288 0.73434 -1.16777
H 3.58820 0.30015 -2.85916
H 1.51766 -2.53009 -3.35565
H 1.45322 -1.11387 -4.38919
H -0.02343 -1.71643 -3.66130
H 0.65589 2.09818 -1.97469
H -0.61806 1.13275 -2.74337
H 0.82991 1.50161 -3.62200
H 3.88702 -1.06177 0.77239
H 3.01518 -2.14230 1.87667
H 3.58683 -0.56386 2.42707
H 2.20192 2.01278 0.11240
H 2.53698 1.90020 1.83599
H 0.89631 2.14847 1.27912
H 1.41462 -0.58540 4.25265
H -0.55867 -0.84001 5.73467
H -2.84559 -0.89878 4.72512
H -3.06839 -0.68894 2.27122
F -4.78856 -1.11369 -1.19582
B -4.01738 -1.27296 -2.23175
F -2.24851 -1.92405 0.05008
F -2.72674 -0.81301 -2.12133
F -4.39377 -1.71829 -3.38286
F -4.02986 1.34092 -0.42379
C -3.63889 2.40929 0.29222
F -3.49525 2.02235 1.55386
F -4.50291 3.37509 0.18591
S -2.00448 2.92906 -0.39375
O -1.23450 1.54206 -0.14227
O -2.11008 3.09265 -1.79699
N -1.54927 3.95254 0.59841
S -0.09072 4.73919 0.43581
O 0.47089 4.84895 1.73269
O 0.62710 4.14874 -0.65389
C -0.65349 6.44478 -0.11370
F 0.21362 6.87489 -1.00775
F -0.67660 7.23934 0.93176
F -1.85930 6.36022 -0.65526

Results of the Mulliken charge analysis, in e, for atoms 1 through 6: 0.165, -0.988, 0.645, -1.114, -1.120, 0.950



[4]
Here is a cluster of 3 separate species, C16H28ClF8N2O6P in total at a distorted geometry from the OMol25 dataset. Energies are from ωB97M-V with the def2-TZVPD basis set.

## Properties
- E_tot (eV) = -75862.4371
- net charge = 0

Positions of all 62 atoms, in Å:
C 4.44347 -0.97288 0.76610
N 3.87886 -1.68350 -0.38477
C 2.44846 -1.93159 -0.27089
N 1.69473 -0.83181 -0.89311
C 0.32339 -0.54942 -0.43158
C -0.13411 0.71078 -1.29202
F 0.69493 0.88459 -2.36338
O -0.10404 1.87793 -0.55157
C -1.38683 2.45200 -0.28688
P 0.17883 0.16686 1.34351
O 1.61989 0.93922 1.41288
Cl 0.57691 -1.40049 2.65830
C -0.70637 -1.62489 -0.79948
F -1.97342 -1.11724 -0.65480
F -0.55603 -1.84007 -2.14140
C -0.77488 -3.03931 -0.12394
F 0.30537 -3.40374 0.55810
F -0.93066 -3.95410 -1.11386
C -2.03391 -3.25285 0.78902
F -2.20928 -2.25736 1.66423
F -1.81078 -4.38809 1.49495
F -3.13794 -3.44481 0.05391
H 4.26412 0.10183 0.71089
H 5.51188 -1.13611 0.84128
H 3.99490 -1.31528 1.69046
H 4.03107 -1.11973 -1.20875
H 2.23548 -2.10102 0.77775
H 2.24937 -2.85736 -0.80070
H 2.21470 0.00590 -0.65787
H -1.12281 0.57628 -1.71992
H -2.11387 1.67075 -0.09222
H -1.28578 3.01928 0.62807
H -1.69502 3.09681 -1.10091
H 1.40051 1.77222 1.83868
O -0.10333 2.13625 -6.48875
C -0.42549 1.00277 -6.27995
O -1.70711 0.64271 -6.50517
C -2.14658 -0.71582 -6.47486
C -2.51591 -1.16037 -5.07436
C 0.52586 -0.00995 -5.69004
H -1.40607 -1.37283 -6.93225
H -3.02579 -0.74143 -7.11646
H -1.65556 -1.13654 -4.40531
H -2.91083 -2.17647 -5.08791
H -3.27357 -0.49611 -4.65827
H 0.47993 0.05213 -4.60353
H 1.53323 0.24101 -6.01040
H 0.33095 -1.03369 -6.00127
O -1.49029 1.19743 3.53286
C -1.12844 1.66024 4.57696
O -0.28644 2.71500 4.54743
C 0.06126 3.46797 5.71422
C 1.23574 2.85937 6.45069
C -1.50196 1.04251 5.90148
H -0.80763 3.60049 6.35925
H 0.32762 4.45550 5.34216
H 1.00171 1.86366 6.82704
H 1.52131 3.48729 7.29448
H 2.09055 2.76284 5.78170
H -0.77317 0.26994 6.14426
H -2.47895 0.57997 5.79360
H -1.56215 1.75330 6.72230

Results of the Mulliken charge analysis, in e, for atoms 1 through 6: -0.706, -0.512, -0.312, -0.434, 0.991, -0.677



HOMO level (eV)
-8.9 -4.9 -16.5 -8.4